# 1
Here is a structure of composition C4H6O2Tl from the Open Molecules 2025 dataset. Energies are from the ωB97M-V functional and the def2-TZVPD basis.

The geometry in ORCA input format:
```
! RIJCOSX wB97M-V def2-TZVPD def2/J DEFGRID3
* xyz 0 2
Tl 3.460 2.184 0.472
O 1.680 0.333 0.598
O -0.367 1.258 0.423
C -1.786 -0.204 -0.850
C -1.045 0.045 0.412
C 1.290 -1.089 0.479
C 0.949 1.423 0.534
H -1.431 -0.282 1.378
H 0.954 -1.248 -0.559
H -1.121 -0.123 -1.723
H -2.614 0.514 -0.989
H -2.220 -1.212 -0.830
H 2.250 -1.599 0.657
*
```

Computed properties:
Kohn-Sham gap (alpha / beta) = 4.62 / 5.29 eV
LUMO (alpha / beta) = -0.0317 / -0.0323 Eh
HOMO (alpha / beta) = -5.49 / -6.16 eV



# 2
Here is a structure of composition C4H6O2Yb from the Open Molecules 2025 dataset. Energies are from the ωB97M-V functional and the def2-TZVPD basis.

The geometry in ORCA input format:
```
! RIJCOSX wB97M-V def2-TZVPD def2/J DEFGRID3
* xyz 3 2
Yb 4.539 -0.867 1.605
O 2.559 -0.378 0.323
O -3.106 0.094 0.380
C -1.844 0.377 0.136
C 1.545 0.378 0.129
C 0.420 -0.117 -0.679
C -0.839 -0.522 -0.060
H 0.417 1.196 -0.574
H 0.768 -0.923 -1.340
H -3.468 -0.554 -0.241
H -1.074 -1.587 -0.015
H -1.669 1.452 0.046
H 1.752 1.451 0.292
*
```

Computed properties:
Kohn-Sham gap (alpha / beta) = 8.98 / 8.33 eV
LUMO (alpha / beta) = -0.4776 / -0.5370 Eh
HOMO (alpha / beta) = -21.97 / -22.94 eV



# 3
Here is a structure of composition C4H6O2Zn from the Open Molecules 2025 dataset. Energies are from the ωB97M-V functional and the def2-TZVPD basis.

The geometry in ORCA input format:
```
! RIJCOSX wB97M-V def2-TZVPD def2/J DEFGRID3
* xyz 2 1
Zn -0.006 -2.428 1.038
O -0.476 -0.772 -0.896
O 0.519 0.727 0.421
C -1.159 -1.862 -0.645
C 0.350 1.773 -0.634
C 0.143 -0.445 0.336
C 0.861 3.069 -0.077
H 0.748 3.833 -0.858
H -0.718 1.796 -0.874
H 1.923 2.997 0.187
H 0.281 3.383 0.799
H 0.925 1.415 -1.494
H -2.051 -1.887 -1.287
*
```

Computed properties:
Kohn-Sham gap = 8.26 eV
LUMO = -0.4305 Eh
HOMO = -19.98 eV



# 4
Here is a structure of composition C4H6O3Ru from the Open Molecules 2025 dataset. Energies are from the ωB97M-V functional and the def2-TZVPD basis.

The geometry in ORCA input format:
```
! RIJCOSX wB97M-V def2-TZVPD def2/J DEFGRID3
* xyz 4 7
Ru 0.534 0.197 3.004
O 0.326 0.312 -0.399
O -0.348 1.805 1.114
O 1.921 -2.403 -2.270
C 0.378 0.816 0.792
C 0.685 -1.136 -0.745
C 1.094 -1.490 -2.007
C -1.807 1.817 1.267
H -1.961 1.602 2.325
H -2.283 1.050 0.651
H 0.950 -1.716 0.142
H -0.113 -1.575 -2.200
H 2.770 -2.090 -2.638
H -2.145 2.812 0.965
*
```

Computed properties:
Kohn-Sham gap (alpha / beta) = 7.10 / 5.48 eV
LUMO (alpha / beta) = -0.7551 / -0.8510 Eh
HOMO (alpha / beta) = -27.64 / -28.63 eV



# 5
Here is a cluster of 2 separate species, C4H6O4 in total from the Open Molecules 2025 dataset. Energies are from the ωB97M-V functional and the def2-TZVPD basis.

The geometry in ORCA input format:
```
! RIJCOSX wB97M-V def2-TZVPD def2/J DEFGRID3
* xyz -2 1
O -0.182 -0.029 3.808
O 0.670 -0.994 -1.890
O -1.738 0.068 2.245
O 0.787 0.280 -3.826
C 0.448 -0.016 -2.617
C 0.518 -0.513 1.481
C -0.063 1.140 -1.788
C -0.638 -0.191 2.676
H 0.933 1.664 -1.477
H -0.027 -0.237 0.519
H -0.673 1.924 -2.275
H -0.549 0.731 -0.972
H 1.105 -1.492 1.343
H 1.321 0.290 1.666
*
```

Computed properties:
Kohn-Sham gap = 7.73 eV
LUMO = 0.2479 Eh
HOMO = -0.99 eV



# 6
Here is a structure of composition C4H6O4 from the Open Molecules 2025 dataset. Energies are from the ωB97M-V functional and the def2-TZVPD basis.

The geometry in ORCA input format:
```
! RIJCOSX wB97M-V def2-TZVPD def2/J DEFGRID3
* xyz 0 1
O 1.599 -0.614 0.971
O -1.891 0.586 1.188
O 1.132 1.405 -0.192
O -1.065 -1.377 0.228
C -0.670 -0.122 0.104
C 0.805 0.088 0.052
C 1.667 -1.029 -0.395
C -1.694 0.913 -0.157
H -1.283 1.906 -0.339
H -2.485 0.631 -0.865
H 1.242 -2.004 -0.598
H 1.996 1.582 0.198
H -1.935 -1.198 0.722
H 2.582 -0.767 -0.917
*
```

Computed properties:
Kohn-Sham gap = 10.29 eV
LUMO = 0.0265 Eh
HOMO = -9.57 eV



# 7
Here is a cluster of 2 separate species, C4H6O4 in total from the Open Molecules 2025 dataset. Energies are from the ωB97M-V functional and the def2-TZVPD basis.

The geometry in ORCA input format:
```
! RIJCOSX wB97M-V def2-TZVPD def2/J DEFGRID3
* xyz 0 1
O 1.329 -1.774 -0.100
O -1.795 0.806 -0.963
O 2.684 0.482 0.082
O -1.939 -0.415 1.025
C 1.654 0.657 -0.880
C 0.855 -0.487 -0.214
C -1.669 -0.384 -0.346
C 1.349 0.639 0.565
H 2.188 -1.810 -0.511
H -2.171 -1.168 -0.884
H -1.768 1.480 -0.340
H 1.798 1.367 -1.678
H 0.795 1.473 1.143
H -1.466 -1.223 1.331
*
```

Computed properties:
Kohn-Sham gap (alpha / beta) = 8.64 / 8.14 eV
LUMO (alpha / beta) = 0.0249 / 0.0171 Eh
HOMO (alpha / beta) = -7.96 / -7.67 eV



# 8
Here is a cluster of 3 separate species, C4H6O5 in total from the Open Molecules 2025 dataset. Energies are from the ωB97M-V functional and the def2-TZVPD basis.

The geometry in ORCA input format:
```
! RIJCOSX wB97M-V def2-TZVPD def2/J DEFGRID3
* xyz -2 1
O -0.450 2.919 7.994
O -2.310 -0.869 2.774
O -3.349 4.426 6.734
O -2.922 5.595 6.824
O -1.886 0.788 1.184
C -1.401 0.953 4.909
C -1.064 2.499 3.320
C -1.962 0.236 2.297
C -1.503 1.168 3.432
H -2.320 0.964 5.503
H -0.599 0.316 5.288
H -0.916 3.183 2.517
H -0.844 2.919 4.344
H -0.947 2.130 5.031
H -0.436 3.891 8.201
*
```

Computed properties:
Kohn-Sham gap (alpha / beta) = 4.34 / 5.61 eV
LUMO (alpha / beta) = 0.1649 / 0.1835 Eh
HOMO (alpha / beta) = 0.15 / -0.62 eV



| no. | F_max (eV/A) |
| --- | --- |
| 1 | 1.5 |
| 2 | 6.0 |
| 3 | 2.9 |
| 4 | 4.7 |
| 5 | 3.8 |
| 6 | 2.4 |
| 7 | 3.3 |
| 8 | 6.4 |